115
Properties=species:S:1:pos:R:3:forces:R:3:mulliken_charge:R:1 method="wB97M-V/def2-TZVPD" total_charge=0 e_homo_ev="-7.90 / -7.90" lumo_ev="-4.35 / -4.36" orbital_gap_ev="3.545 / 3.531" e_tot_ha=-13641.20195 molar_mass_g_mol=1382.02
Pb 17.7859 12.8027 15.5538 1.694 4.330 0.698 2.025
C 17.0642 16.7951 14.9014 -0.925 -1.156 0.128 -0.901
C 18.0352 16.5209 15.9776 2.279 -0.265 2.280 0.841
C 19.2087 17.2920 16.2384 -0.485 0.662 -0.228 -1.357
C 19.8782 16.7527 17.3223 -1.976 -1.214 -0.835 0.593
C 21.1200 17.2208 17.9710 0.291 0.446 -1.120 -1.426
N 19.1293 15.6453 17.7139 0.475 0.489 -1.044 0.930
N 17.9898 15.5523 16.9130 0.562 -0.640 -0.636 0.019
B 19.6782 14.4057 18.5759 -1.201 -0.323 -0.488 -1.005
N 18.3967 13.5150 18.9177 -1.447 -0.243 0.448 1.159
N 18.2623 12.1979 18.5732 0.345 -0.608 0.367 -1.117
C 17.2538 11.6476 19.2801 -0.096 3.830 -0.478 0.529
C 16.8495 10.2490 19.1271 -0.484 -1.205 -0.777 -0.885
C 16.6006 12.7070 20.0067 0.826 -0.243 -0.503 -1.002
C 17.3490 13.8834 19.7399 0.542 -1.858 0.041 0.381
C 17.0938 15.2561 20.2869 -1.008 -0.562 0.862 -0.562
N 20.7296 13.4790 17.8474 -0.133 -0.689 -2.582 0.136
N 20.3366 12.9004 16.6030 1.365 0.453 0.436 0.683
C 21.4288 12.2651 16.1046 -1.513 -0.505 1.217 0.329
C 21.3740 11.4885 14.8056 -1.531 0.776 0.356 -1.156
C 22.4805 12.2834 17.0214 -1.086 2.230 1.282 -1.561
C 22.0360 13.1704 18.0675 -1.046 -1.068 -0.902 0.623
C 22.7143 13.7101 19.2828 -0.321 1.316 -0.715 -1.076
H 17.2779 16.2802 13.9535 0.166 0.168 0.283 0.011
H 16.0579 16.4968 15.1918 0.055 -0.217 0.024 -0.089
H 17.0124 17.8410 14.7560 0.150 1.188 -0.471 0.511
H 19.3955 18.2520 15.7574 0.305 -0.359 0.078 0.415
H 22.0041 16.7479 17.5230 -0.133 -0.292 0.469 0.215
H 21.2603 18.2828 17.7281 -0.194 -0.148 0.303 0.421
H 21.0325 17.0819 19.0247 0.403 -0.116 0.807 0.309
H 20.0871 14.8134 19.6169 0.446 0.150 0.111 -0.057
H 15.7732 10.1299 18.8209 0.814 0.261 0.262 0.117
H 17.4751 9.7618 18.3199 -0.427 0.276 1.112 0.007
H 16.9438 9.7520 20.1068 0.144 -0.262 -0.562 0.413
H 15.7138 12.5565 20.6335 0.432 0.456 -0.244 0.487
H 15.9683 15.2288 20.4004 1.155 0.569 0.185 -0.133
H 17.5656 15.4316 21.3054 -0.496 -0.205 -1.261 0.198
H 17.3636 16.0377 19.5832 0.105 0.040 0.041 0.190
H 20.7020 10.5996 14.8651 0.756 0.538 0.118 0.059
H 20.8966 12.1791 14.0831 0.448 -0.455 -0.069 0.142
H 22.3677 11.2119 14.5046 0.311 -0.148 -0.287 0.449
H 23.4141 11.7904 16.9028 0.633 -0.033 0.094 0.494
H 23.7817 13.6223 19.0436 -0.115 -0.202 0.963 0.366
H 22.4826 14.8322 19.3352 0.319 -1.598 0.171 0.183
H 22.3034 13.2061 20.1794 0.812 0.323 -0.292 0.210
Br 16.7412 5.9503 14.4922 -0.216 0.373 0.591 -0.076
C 16.4208 7.7081 15.1440 -0.466 -2.290 -1.788 0.458
C 15.0717 8.1977 15.0810 -1.099 2.290 0.482 -0.232
Br 13.6524 7.3000 14.2889 0.288 -0.193 0.356 -0.025
C 14.8821 9.4534 15.6467 -2.678 -1.695 0.138 -0.338
Br 13.1078 9.9619 16.4288 2.193 -0.150 -1.202 -0.002
C 15.9690 10.3498 15.5744 -0.500 5.346 1.391 0.571
O 15.8144 11.6181 15.7702 -0.729 -4.966 -0.857 -0.023
C 17.3825 9.8401 15.3927 1.879 2.639 -0.041 0.318
O 18.3806 10.6190 15.2573 -2.806 -3.449 0.022 -0.159
C 17.4504 8.4496 15.5095 2.750 -1.133 1.300 -0.512
Br 18.9939 7.7072 16.3175 -0.047 0.271 -0.652 -0.035
C 9.2014 14.4944 15.0616 0.023 2.396 -0.979 -1.764
C 9.4363 14.0856 16.4825 1.365 -1.198 1.571 2.154
C 10.1322 12.6852 16.3946 1.473 -0.069 0.450 -1.503
C 8.1175 13.7609 17.2155 1.319 -1.013 -0.488 -1.894
C 10.2700 15.1934 17.3321 -1.344 0.680 -1.706 1.814
O 9.4833 16.4715 17.2546 -1.905 -1.868 0.142 -0.710
C 10.4148 14.9169 18.8163 1.692 1.176 0.890 -1.684
C 11.3292 13.7249 19.2861 -0.495 0.239 0.906 -0.210
C 12.0496 13.9869 20.6255 0.842 0.490 -0.042 0.365
C 12.7791 15.1729 20.8389 -0.091 -0.435 -0.169 0.011
C 13.5140 15.4113 22.0182 -0.049 0.223 -0.413 -0.867
C 13.5393 14.3934 22.9617 -1.053 -0.162 -0.157 0.614
Cl 14.3148 14.5350 24.4907 0.449 0.381 0.266 -0.235
C 12.7576 13.2315 22.7986 1.363 0.414 0.819 -0.902
C 12.0994 13.0026 21.6425 -2.061 0.668 -1.986 -0.504
C 11.4924 15.7386 16.5662 0.899 -2.635 -0.190 -2.416
N 12.6411 14.8079 16.2653 0.058 -0.798 -1.159 0.892
C 13.9575 14.9155 16.5681 -0.661 1.206 1.723 -0.463
N 14.7495 14.4682 15.6591 0.393 -0.544 -0.329 0.211
C 13.8757 14.0326 14.7157 0.278 -1.389 -0.972 -0.975
N 12.6080 14.1500 15.0480 0.228 0.833 -0.609 -0.702
H 8.4673 13.8353 14.5960 0.122 0.078 -0.115 0.507
H 10.1277 14.5583 14.4528 -0.457 -0.679 0.403 0.263
H 8.8428 15.5660 14.9977 -0.136 -1.111 0.130 0.281
H 9.5761 12.0407 15.7289 -0.326 0.052 -0.528 0.573
H 10.1206 12.0946 17.3339 0.156 0.668 -0.152 0.293
H 11.1845 12.7236 15.9924 -1.186 0.023 0.480 0.029
H 7.6348 12.9966 16.5636 -0.137 0.591 0.858 0.507
H 7.5416 14.6367 17.3213 -1.304 0.870 0.080 0.470
H 8.3489 13.3733 18.2282 -0.388 -0.060 -0.684 0.354
H 8.5064 16.1860 17.2080 2.260 0.865 0.169 0.559
H 9.3911 14.8183 19.2203 0.659 0.130 0.108 0.489
H 10.8865 15.9076 19.2431 -1.155 -1.833 -0.688 0.321
H 12.0978 13.4274 18.5714 -0.122 0.275 -0.293 0.306
H 10.7045 12.8338 19.4385 0.117 0.139 -0.133 0.283
H 12.7991 15.9270 20.0442 -0.040 -0.155 0.402 0.139
H 14.0050 16.4040 22.1528 -0.264 -1.158 0.038 0.372
H 12.7369 12.5307 23.6174 -0.034 -0.149 0.042 0.416
H 11.3791 12.1894 21.4897 0.677 -0.133 0.376 0.371
H 11.9885 16.5029 17.0905 0.009 1.385 0.781 0.682
H 11.1525 16.0481 15.5891 -0.005 0.402 0.032 0.398
H 14.2908 15.3008 17.5107 0.073 0.374 0.308 0.928
H 14.2977 13.5428 13.7984 -1.054 0.553 0.839 0.076
O 19.1083 13.8708 13.4302 -1.491 -0.779 -0.172 -0.749
C 18.1328 13.7772 12.6342 0.897 -0.357 2.137 0.324
N 16.8267 13.4431 13.0065 1.825 0.326 -2.195 0.163
C 16.0926 13.5756 11.7794 0.399 -0.091 2.158 -0.105
O 14.9256 13.3070 11.6564 -0.566 -0.158 -0.325 -0.726
C 16.9818 14.1479 10.7494 2.309 0.329 -1.289 0.120
C 16.7681 14.6765 9.5041 -1.854 -0.230 -0.063 -0.293
C 17.8183 15.2686 8.8025 -0.203 0.153 0.892 -0.669
C 19.0984 15.2735 9.3226 1.119 -0.487 0.060 -0.358
C 19.3994 14.6052 10.5300 0.294 0.345 -0.259 -0.535
C 18.3182 14.1372 11.2073 -2.599 -0.395 1.039 0.330
H 15.7208 14.6677 9.1501 0.745 0.217 -0.159 0.411
H 17.5662 15.8514 7.9492 0.101 0.149 -0.782 0.397
H 19.9180 15.7731 8.8006 -0.355 -0.146 -0.007 0.371
H 20.4012 14.4742 10.9756 -0.593 0.475 -0.439 0.408